Entry 1:
# C4H12BrMnO2

C4H12BrMnO2 as an isolated structure at a distorted geometry (wB97M-V/def2-TZVPD, OMol25).

Properties
frontier orbital gap (alpha / beta)	2.28 / 2.77	eV
⟨S²⟩	8.76
net charge	+1
2S+1	6
DFT total energy	-4034.5964	Ha
LUMO energy (alpha / beta)	-9.26 / -8.78	eV

The geometry in XYZ format:
```
20
Properties=species:S:1:pos:R:3:forces:R:3
Mn -3.9246 1.5667 -1.7981 1.58 -0.48 0.52
Br -0.4059 0.9655 -0.0970 -1.43 0.25 -0.68
C -0.3590 -2.4497 -4.5199 -1.94 0.74 -0.04
C -1.8622 -2.4775 -4.1417 1.57 -1.65 2.07
O -2.4588 -1.2373 -4.2719 -0.89 1.50 -0.35
H 0.1252 -1.6483 -3.9618 -0.12 0.00 0.15
H -0.4489 -2.0910 -5.5452 1.27 -0.77 -0.45
H 0.1079 -3.3877 -4.2192 0.13 -0.03 -0.92
H -1.8427 -2.7515 -3.0869 -0.50 0.17 0.30
H -2.5039 -3.2320 -4.5967 0.48 -0.23 -0.49
H -2.7531 -1.2220 -5.1855 -0.15 0.50 -0.11
C 1.3663 1.3823 5.1323 0.46 1.43 -0.28
C 2.0280 2.6740 4.5435 -2.44 -0.49 1.18
O 2.9682 2.3646 3.6216 2.49 -0.97 -1.36
H 1.0858 0.7330 4.3030 0.07 -0.27 0.10
H 0.4619 1.6369 5.6847 0.06 -0.08 0.14
H 2.1160 0.9421 5.7898 -0.28 -0.41 -0.09
H 2.4537 3.2312 5.3780 0.06 0.30 -0.32
H 1.3161 3.2453 3.9478 -0.81 0.59 0.93
H 2.5300 1.7553 3.0230 0.37 -0.09 -0.30
```
Positions in Å, forces in eV/Å.

Results of the Löwdin charge analysis, in e, for atoms 1 through 2:
1. Mn 1.194
2. Br -0.197

Entry 2:
# C4H7N2

An isolated ion of composition C4H7N2 and charge +1 at a distorted geometry (wB97M-V/def2-TZVPD, OMol25).

Properties
frontier orbital gap (alpha / beta)	7.43 / 7.44	eV
net charge	+1
2S+1	1
DFT total energy	-265.6535	Ha
LUMO energy (alpha / beta)	-6.24 / -6.24	eV

The geometry in XYZ format:
```
13
Properties=species:S:1:pos:R:3:forces:R:3
C 1.7777 -0.6082 -1.1415 -0.31 1.58 0.57
C -0.2715 -1.3705 -0.4419 -2.63 0.13 0.13
C 0.9527 -1.5654 -1.2333 -0.06 -2.40 -1.46
C -0.8444 1.8828 1.3196 1.25 2.76 3.44
N -0.0394 0.0328 0.1238 1.58 0.27 -0.47
N -0.8523 0.5944 0.8129 -1.33 -3.25 -1.05
H -1.1149 -1.3093 -1.2206 0.74 -0.18 1.44
H -0.4652 -2.1759 0.3220 0.03 0.93 -0.66
H 0.9566 -2.5110 -1.9255 0.52 1.84 1.34
H 0.0607 1.9945 2.0870 -1.45 0.05 -2.00
H -0.9024 2.6489 0.5476 0.77 -0.08 -0.29
H -1.7261 2.1728 1.9780 0.74 -1.30 -0.91
H 2.4685 0.2142 -1.2281 0.16 -0.35 -0.08
```
Positions in Å, forces in eV/Å.

Results of the Löwdin charge analysis, in e, for atoms 1 through 2:
1. C 0.330
2. C -0.129

Entry 3:
# H24O12

A 12-piece molecular cluster, H24O12 overall (wB97M-V/def2-TZVPD, OMol25).

Properties
frontier orbital gap	11.07	eV
net charge	0
2S+1	1
DFT total energy	-917.3093	Ha
LUMO energy	0.27	eV

The geometry in XYZ format:
```
36
Properties=species:S:1:pos:R:3:forces:R:3
O 7.8566 -31.3961 -28.9410 -0.24 -0.24 -0.19
H 8.7867 -31.2825 -28.7341 0.00 0.04 0.02
H 7.8402 -31.6770 -29.8754 0.42 0.28 0.26
O 10.0010 -37.2317 -30.4014 -0.19 -0.02 0.02
H 10.2305 -38.0400 -29.9351 0.04 0.06 0.10
H 9.0751 -37.3588 -30.6795 0.02 -0.37 -0.39
O 5.8839 -34.8100 -28.1240 0.01 -0.18 0.01
H 5.9258 -35.6760 -28.5425 -0.12 0.01 -0.10
H 6.2334 -34.9445 -27.2393 0.02 0.13 0.03
O 4.8780 -31.6843 -32.0157 0.14 0.16 0.55
H 4.0322 -31.2537 -32.1714 0.09 0.14 -0.18
H 4.9060 -31.8413 -31.0367 -0.07 -0.47 -0.24
O 7.8414 -31.4435 -31.7262 -0.37 -0.23 -0.27
H 6.8938 -31.2962 -31.8844 -0.13 0.12 -0.12
H 8.2845 -31.0101 -32.4615 0.10 -0.01 0.04
O 7.6526 -37.9325 -31.8315 0.15 0.06 0.13
H 7.1581 -37.3866 -32.4637 -0.34 -0.03 -0.06
H 8.0951 -38.5901 -32.3760 -0.01 -0.01 -0.04
O 9.0692 -34.6934 -29.8621 -0.13 -0.21 -0.28
H 9.4057 -35.5842 -30.0755 0.34 0.26 0.31
H 9.5656 -34.4225 -29.0871 -0.08 0.06 0.04
O 6.1413 -36.3037 -33.7594 0.44 -0.02 -0.02
H 5.2667 -35.9949 -34.0066 -0.07 -0.06 0.04
H 6.5484 -35.5377 -33.3209 -0.16 0.09 0.05
O 4.4401 -35.5577 -30.9414 -0.02 -0.12 0.27
H 5.3053 -35.1241 -30.9239 -0.03 0.12 -0.36
H 3.8908 -34.9695 -31.4651 0.00 0.07 0.05
O 6.9341 -34.3885 -31.7952 -0.03 -0.27 -0.15
H 7.2084 -33.4838 -31.9863 0.14 0.17 0.11
H 7.6195 -34.7269 -31.2002 0.12 0.30 0.16
O 5.1783 -32.4294 -29.4878 0.00 0.38 -0.07
H 5.3290 -33.3208 -29.1341 0.04 -0.01 0.06
H 5.9451 -31.9116 -29.2084 0.00 -0.13 0.41
O 4.5959 -33.0232 -34.3727 0.08 -0.32 0.11
H 4.8488 -32.9401 -33.4350 -0.15 0.23 -0.25
H 3.7401 -33.4607 -34.3633 -0.02 0.01 -0.05
```
Positions in Å, forces in eV/Å.

Results of the Löwdin charge analysis, in e, for atoms 1 through 2:
1. O -0.066
2. H 0.045

Entry 4:
# C37H34BO6

A 3-piece molecular cluster, C37H34BO6 overall at a distorted geometry (wB97M-V/def2-TZVPD, OMol25).

Properties
frontier orbital gap	4.39	eV
net charge	-1
2S+1	1
DFT total energy	-1906.6371	Ha
LUMO energy	0.00	eV

The geometry in XYZ format:
```
78
Properties=species:S:1:pos:R:3:forces:R:3
C 3.6198 -0.2251 -4.9014 -0.39 -0.06 -0.01
C 2.9599 -1.4031 -4.8690 0.09 0.11 0.06
C 2.0949 -1.8881 -3.7334 -1.00 0.37 -0.86
B 1.2376 -3.3001 -3.9871 0.37 0.20 0.18
C 1.8305 -4.5794 -3.1195 -0.46 -0.19 -0.36
C 2.9606 -5.3510 -3.8025 0.16 0.11 -0.02
C 4.3107 -4.6413 -3.7193 0.06 -0.31 0.04
C 5.4058 -5.2837 -4.5651 0.26 0.00 0.45
O 5.5464 -4.6236 -5.8393 -0.48 0.14 -0.06
C 4.7427 -5.0470 -6.8355 0.20 -0.12 -0.13
C 4.4429 -3.9571 -7.8288 0.21 -0.20 -0.08
O 4.3305 -6.1738 -6.9364 -0.06 0.02 0.09
H 3.0962 0.6742 -4.5822 0.59 -0.07 1.23
H 4.6697 -0.1602 -5.1710 -0.34 0.33 -1.33
H 3.0622 -2.0743 -5.7254 1.01 -0.67 0.63
H 2.7864 -1.9667 -2.8848 -0.04 0.02 0.04
H 1.4065 -1.0630 -3.4758 0.05 -0.03 0.18
H 1.3201 -3.5959 -5.1947 -0.10 0.05 0.00
H 0.0615 -3.1047 -3.6853 -0.01 -0.06 -0.06
H 0.9978 -5.2867 -3.0044 0.01 0.00 0.13
H 2.1181 -4.2853 -2.0973 0.09 -0.04 -0.01
H 2.7040 -5.4894 -4.8566 -0.08 0.04 -0.01
H 3.0933 -6.3678 -3.4014 0.02 0.03 0.09
H 4.6612 -4.6705 -2.6813 -0.09 0.12 0.05
H 4.2137 -3.5906 -3.9971 0.04 0.01 -0.01
H 6.3704 -5.1586 -4.0734 0.11 0.07 -0.17
H 5.2388 -6.3536 -4.6942 -0.08 0.03 -0.20
H 5.2026 -3.1808 -7.8135 -0.03 0.08 0.08
H 4.3802 -4.4032 -8.8186 -0.09 0.03 -0.03
H 3.4738 -3.5298 -7.5701 0.00 0.04 0.04
C -0.5096 0.6830 0.4576 -0.02 -0.01 0.01
C -1.3150 1.2700 1.4298 0.01 0.03 0.02
C -2.4737 0.6376 1.8477 0.05 0.06 0.01
C -2.8386 -0.5825 1.2881 -0.02 -0.02 -0.01
C -2.0374 -1.1587 0.3015 -0.04 -0.01 0.01
C -0.8676 -0.5291 -0.1080 0.07 0.05 -0.02
C -2.4154 -2.4466 -0.3502 0.11 0.10 -0.01
O -1.7106 -2.9396 -1.1958 -0.10 -0.16 0.01
C -3.6941 -3.0900 0.0784 0.01 0.03 0.01
C -4.0966 -4.2626 -0.5490 -0.06 -0.08 -0.01
C -5.2714 -4.8824 -0.1595 0.01 0.01 0.01
C -6.0444 -4.3384 0.8620 0.01 0.01 0.00
C -5.6484 -3.1684 1.4863 -0.06 -0.06 -0.01
C -4.4748 -2.5346 1.0921 0.03 0.03 0.00
C -4.0803 -1.2575 1.7590 0.00 0.02 0.01
O -4.7558 -0.7868 2.6524 -0.01 0.00 0.00
H 0.3992 1.1758 0.1372 0.00 0.00 0.00
H -1.0355 2.2230 1.8629 0.01 -0.01 0.01
H -3.1063 1.0800 2.6053 -0.02 -0.04 0.01
H -0.2562 -0.9980 -0.8696 -0.04 -0.03 -0.02
H -3.4796 -4.6712 -1.3385 0.04 0.04 0.02
H -5.5873 -5.7936 -0.6511 0.00 0.00 0.01
H -6.9596 -4.8292 1.1679 0.00 0.00 0.00
H -6.2402 -2.7315 2.2791 0.03 0.04 0.00
C 0.7726 4.9122 8.2609 -0.01 0.01 -0.01
C 0.9467 3.9100 7.3123 0.00 0.02 -0.01
C 0.4535 4.0741 6.0292 0.04 -0.05 0.05
C -0.2252 5.2389 5.6920 -0.02 0.02 -0.01
C -0.4167 6.2367 6.6489 -0.02 0.01 -0.03
C 0.0926 6.0722 7.9314 0.04 -0.04 0.06
C -1.1765 7.4787 6.3257 0.00 0.02 0.02
O -1.3375 8.3494 7.1544 0.00 0.00 0.01
C -1.7381 7.6099 4.9501 0.01 -0.03 0.02
C -2.4946 8.7324 4.6354 -0.04 0.05 -0.05
C -3.0154 8.8794 3.3611 0.01 -0.01 0.01
C -2.7775 7.9103 2.3923 0.01 0.00 0.01
C -2.0279 6.7881 2.7010 -0.05 0.04 -0.05
C -1.5122 6.6305 3.9818 0.01 -0.01 0.03
C -0.7327 5.3995 4.2990 0.01 -0.03 -0.01
O -0.5218 4.5557 3.4556 -0.01 -0.04 -0.04
H 1.1658 4.7841 9.2610 0.00 0.00 0.00
H 1.4697 3.0000 7.5753 0.01 0.00 0.00
H 0.5854 3.3060 5.2794 -0.01 0.03 -0.04
H -0.0545 6.8580 8.6597 -0.03 0.02 -0.03
H -2.6686 9.4793 5.3978 0.04 -0.02 0.03
H -3.6081 9.7519 3.1189 0.00 0.00 0.00
H -3.1810 8.0303 1.3955 0.00 0.00 0.00
H -1.8376 6.0241 1.9596 0.02 -0.03 0.04
```
Positions in Å, forces in eV/Å.

Results of the Löwdin charge analysis, in e, for atoms 1 through 2:
1. C -0.059
2. C -0.238

Entry 5:
# C33H22F2INPSn

C33H22F2INPSn as an isolated structure (wB97M-V/def2-TZVPD, OMol25).

Properties
frontier orbital gap	7.02	eV
net charge	+3
2S+1	1
DFT total energy	-2377.5762	Ha
LUMO energy	-9.95	eV

The geometry in XYZ format:
```
61
Properties=species:S:1:pos:R:3:forces:R:3
Sn 1.3720 0.2413 -0.0464 -0.24 0.88 -0.11
I 1.0932 3.0287 -0.5101 0.36 -0.19 -0.12
C -0.8642 3.6597 0.0385 0.12 -0.18 0.07
C -0.8276 5.0231 0.1329 -0.22 0.05 0.03
C -2.0183 5.7359 0.3587 0.13 0.04 -0.02
C -3.1812 5.0424 0.4673 -0.06 -0.04 0.01
C -3.2124 3.6271 0.3972 -0.02 -0.01 0.02
C -4.4695 2.9935 0.5474 0.01 0.08 0.00
C -4.5971 1.6392 0.5190 -0.02 -0.11 -0.01
C -3.4465 0.8652 0.3366 -0.12 0.14 0.01
C -2.1907 1.4318 0.1903 0.22 0.02 -0.09
P -1.0985 0.0064 0.0904 -0.04 -0.28 -0.01
C -1.0937 -0.8949 1.6306 -0.05 -0.12 0.08
C -1.5287 -0.2774 2.8046 -0.07 -0.02 0.01
C -1.4715 -0.9784 4.0015 0.03 0.05 0.00
C -0.9853 -2.2775 4.0251 0.02 -0.04 0.00
C -0.5362 -2.8889 2.8566 0.04 0.03 0.00
C -0.5682 -2.1961 1.6598 0.03 0.07 0.01
C -1.5028 -0.9858 -1.3355 0.02 -0.10 -0.03
C -1.2067 -0.4420 -2.5912 -0.03 -0.03 0.00
C -1.5398 -1.1428 -3.7356 0.03 0.02 0.00
C -2.1535 -2.3885 -3.6287 0.00 0.01 -0.01
C -2.4607 -2.9194 -2.3842 0.00 0.00 0.04
C -2.1394 -2.2215 -1.2274 -0.06 0.01 -0.02
C -2.0217 2.8553 0.1932 -0.08 0.10 0.05
H 0.0980 5.5740 0.0237 0.00 0.01 0.00
H -1.9892 6.8143 0.4279 -0.01 -0.01 0.00
H -4.1167 5.5650 0.6200 0.00 -0.01 0.00
H -5.3408 3.6212 0.6864 0.01 0.00 0.02
H -5.5582 1.1601 0.6416 0.00 0.00 -0.03
H -3.5685 -0.2139 0.3268 0.00 -0.01 -0.01
H -1.9236 0.7308 2.7864 -0.03 -0.02 0.01
H -1.8152 -0.5111 4.9144 0.00 0.00 -0.01
H -0.9490 -2.8202 4.9606 -0.03 -0.01 -0.01
H -0.1695 -3.9062 2.8821 0.03 0.01 0.00
H -0.2021 -2.6700 0.7544 -0.05 -0.05 0.00
H -0.7512 0.5421 -2.6723 -0.08 0.03 -0.01
H -1.3389 -0.7195 -4.7110 0.01 -0.01 0.00
H -2.4002 -2.9432 -4.5244 -0.03 0.02 0.00
H -2.9591 -3.8765 -2.3102 0.01 0.00 0.00
H -2.4036 -2.6314 -0.2610 0.02 -0.02 0.00
F 4.3079 -0.8572 4.3457 0.01 0.00 0.02
C 4.1775 -0.9048 3.0369 -0.06 0.02 0.00
C 3.0681 -0.2946 2.4533 0.27 -0.10 -0.05
C 2.9797 -0.3634 1.0778 -0.21 -0.09 0.40
C 3.9045 -1.0110 0.2466 0.11 0.01 0.10
C 4.9799 -1.6031 0.9101 0.09 -0.05 -0.06
F 5.9171 -2.2373 0.2178 -0.01 0.00 0.01
C 5.1269 -1.5664 2.2849 0.02 -0.01 0.01
C 3.7080 -0.9947 -1.2211 0.05 -0.01 0.04
C 4.5514 -1.5690 -2.1602 0.03 -0.01 -0.07
C 4.2579 -1.4514 -3.5109 -0.03 -0.01 0.00
C 3.1344 -0.7447 -3.9311 0.05 0.01 0.00
C 2.3193 -0.2028 -2.9723 0.11 -0.03 0.04
N 2.5992 -0.3360 -1.6555 -0.25 -0.08 -0.35
H 2.3505 0.2114 3.0841 -0.05 -0.03 -0.01
H 5.9742 -2.0528 2.7512 0.01 0.04 0.01
H 5.4332 -2.1028 -1.8486 -0.01 0.01 0.03
H 4.9133 -1.9143 -4.2376 0.01 0.03 -0.01
H 2.9015 -0.6156 -4.9783 0.00 -0.02 0.00
H 1.4322 0.3585 -3.2292 0.00 -0.02 0.01
```
Positions in Å, forces in eV/Å.

Results of the Löwdin charge analysis, in e, for atoms 1 through 2:
1. Sn 1.132
2. I 1.241